No. 1
Molecular formula: C26H51Cl5N4O3P2SiTi
Method: DFT, ωB97M-V with the def2-TZVPD basis set

Structure (XYZ):
```
93
Properties=species:S:1:pos:R:3:forces:R:3
Ti 0.213300 0.001400 -0.083900 -0.3 -0.3 1.3
C 0.606000 -0.771800 5.062700 0.4 0.1 0.0
N -0.542500 -1.392700 4.433000 -0.4 0.5 -0.9
C -1.465000 -1.972400 5.383800 -0.2 -0.1 0.0
P -1.093300 -0.700500 3.007300 -1.2 -0.7 1.1
O 0.035600 -0.326800 2.155300 0.4 0.3 -0.1
O -1.961600 -1.944500 2.380600 0.3 0.2 -0.2
P -1.591700 -2.625500 0.970200 -0.9 -1.5 1.2
O -0.867100 -1.733000 0.047300 0.0 0.2 -0.4
N -0.651000 -3.921500 1.422900 -0.5 0.8 -0.4
C -0.171000 -4.801800 0.372000 0.2 0.0 -0.2
C -0.903800 -4.624000 2.665000 -0.1 0.1 0.2
N -3.100600 -3.117400 0.407800 1.1 0.5 0.4
C -4.318400 -2.497500 0.895900 -0.1 0.1 0.3
C -3.131600 -3.311700 -1.035300 0.0 -0.2 -0.3
N -2.300600 0.432300 3.166300 0.8 -0.7 -0.1
C -1.896300 1.801700 3.427400 0.3 0.3 0.0
C -3.593700 0.101500 3.726700 -0.2 -0.1 0.1
H 1.200800 -1.547100 5.550500 0.0 0.1 0.0
H 0.311600 -0.029500 5.814600 0.0 0.0 0.0
H 1.205700 -0.286900 4.297900 0.2 0.0 0.1
H -0.923600 -2.717300 5.975200 -0.1 0.0 0.0
H -2.274800 -2.465000 4.848900 -0.1 -0.1 0.1
H -1.888200 -1.231500 6.074000 0.0 0.0 0.0
H -0.010700 -4.228000 -0.536500 0.1 0.0 -0.1
H -0.872100 -5.617600 0.171600 -0.1 0.0 0.0
H 0.782700 -5.231500 0.681800 0.0 0.0 -0.1
H -1.103700 -3.903900 3.450300 0.0 -0.1 0.1
H -0.000900 -5.174800 2.927800 0.0 0.0 0.0
H -1.737900 -5.327600 2.594200 -0.1 -0.1 -0.1
H -4.270000 -2.410400 1.976300 -0.2 0.0 0.0
H -5.155400 -3.146600 0.635100 0.0 0.0 0.0
H -4.494200 -1.507300 0.462200 0.0 0.0 0.0
H -2.208900 -3.785400 -1.361700 0.0 0.0 -0.2
H -3.246800 -2.368900 -1.581500 0.1 0.0 0.0
H -3.970600 -3.964600 -1.279800 0.1 0.0 0.0
H -0.929600 1.982000 2.963200 0.0 0.1 0.1
H -1.836300 2.009500 4.502500 -0.1 0.0 0.0
H -2.618300 2.478900 2.964700 0.1 0.0 0.0
H -3.802900 -0.956400 3.600900 -0.1 0.0 0.0
H -4.363200 0.674400 3.201900 0.0 0.0 0.0
H -3.651300 0.350100 4.794300 0.0 0.0 -0.1
Cl 0.118500 -2.390400 -2.530300 0.3 -0.3 -0.5
C -0.285900 -0.774300 -3.013800 -0.2 0.7 0.0
C -0.209800 0.254600 -2.074000 -0.3 0.0 -0.8
C -0.602600 1.493600 -2.494800 0.0 -0.8 -0.7
Cl -0.638100 1.986200 0.452700 -0.3 1.0 -0.1
C -1.022600 1.794200 -3.759100 0.0 0.0 -0.4
Cl -1.488400 3.389400 -4.228000 0.0 0.2 0.1
C -1.039900 0.761300 -4.712100 0.0 0.1 0.2
Cl -1.477200 1.075600 -6.347100 -0.1 0.1 0.0
C -0.686600 -0.529500 -4.323300 0.0 -0.2 -0.1
Cl -0.756300 -1.823500 -5.466200 0.0 0.0 0.0
C 5.130700 0.947400 -1.779700 -0.3 -0.1 0.2
C 3.660400 0.528600 -1.869000 -0.2 0.0 0.4
C 3.594600 -0.734500 -2.730600 -0.1 0.1 0.3
C 2.908000 1.607800 -2.654300 -0.1 -0.1 0.2
Si 2.759100 0.226900 -0.085500 1.5 0.1 0.0
C 3.400900 -1.550800 0.653300 -0.1 0.4 -0.1
C 4.904000 -1.807800 0.547500 -0.3 0.2 -0.1
C 2.996200 -1.688500 2.123100 -0.1 0.2 -0.2
C 2.653500 -2.658400 -0.096100 0.0 0.4 0.0
C 3.328500 1.726700 1.140900 -0.2 -0.4 -0.2
C 4.763800 1.635900 1.665400 -0.2 -0.2 -0.2
C 2.397900 1.781500 2.354900 0.0 -0.1 -0.1
C 3.146800 3.068600 0.427900 0.0 -0.3 -0.1
H 5.572700 0.962800 -2.777500 0.0 0.0 -0.2
H 5.706900 0.258200 -1.170600 0.2 -0.1 0.1
H 5.229700 1.945000 -1.364300 0.1 0.1 0.1
H 3.908800 -0.500800 -3.748700 0.1 0.1 -0.2
H 2.579500 -1.120800 -2.775800 -0.1 -0.2 -0.1
H 4.258400 -1.508700 -2.357600 0.0 -0.2 0.0
H 3.374800 1.740300 -3.631000 0.1 0.0 -0.2
H 2.912000 2.566800 -2.150400 0.0 0.2 0.1
H 1.871300 1.317700 -2.811100 0.1 0.1 -0.1
H 5.463700 -1.059100 1.099200 0.2 0.1 0.1
H 5.230600 -1.790500 -0.486800 0.2 0.0 -0.1
H 5.157200 -2.788100 0.957300 0.0 -0.2 0.1
H 3.514100 -0.965100 2.745500 0.0 0.1 0.2
H 3.246000 -2.683200 2.498700 0.1 -0.2 0.0
H 1.922000 -1.551700 2.232100 0.0 0.0 0.2
H 2.989100 -2.748000 -1.123900 -0.1 0.0 -0.2
H 1.579400 -2.445500 -0.096700 0.0 -0.2 0.0
H 2.813400 -3.623300 0.389100 0.0 -0.2 0.1
H 4.892700 0.762400 2.299100 0.1 -0.1 0.1
H 4.998200 2.515900 2.267600 0.0 0.2 0.1
H 5.483100 1.582900 0.856200 0.2 0.0 -0.1
H 2.454400 0.872400 2.944900 -0.1 -0.1 0.1
H 1.368800 1.932900 2.033800 0.0 0.0 0.2
H 2.681600 2.617300 2.997800 0.1 0.1 0.1
H 3.887200 3.210600 -0.351800 0.1 0.1 -0.2
H 3.261900 3.886100 1.141300 0.0 0.1 0.1
H 2.149200 3.135400 -0.007000 0.0 0.1 -0.1
```
Forces are in eV/Å.

**ΔE to the lowest compared entry with this formula, charge and spin**: 90.5 kJ/mol
**Gap between HOMO and LUMO (spin up / spin down)**: 7.04 / 7.19 eV
**Maximum force**: 2.13 eV Å⁻¹
**Spin multiplicity**: 3
**Charge**: 0



No. 2
Molecular formula: C13H15N3O3
Method: DFT, ωB97M-V with the def2-TZVPD basis set

Structure (XYZ):
```
34
Properties=species:S:1:pos:R:3:forces:R:3
N 3.566182 -2.983228 -0.334883 1.0 0.7 -0.2
C 2.540456 -2.142433 -0.912057 0.0 0.2 0.9
C 2.245695 -0.836948 -0.148965 1.0 -1.0 2.2
O 2.504692 -0.775319 1.071604 -0.3 0.0 -1.7
N 1.628556 0.119424 -0.833506 -0.7 1.2 -1.4
C 1.193614 1.416027 -0.306570 -0.4 -0.3 -0.7
C 0.483947 1.224607 1.039945 -1.3 1.0 -0.8
C -0.679020 0.276322 0.863759 1.0 -1.2 1.3
C -0.611692 -1.062023 1.228872 0.8 1.1 0.2
N -1.764518 -1.694824 0.898652 -1.5 -1.1 -0.1
C -2.628768 -0.783536 0.329176 0.0 0.3 -0.1
C -3.899540 -0.980359 -0.196017 0.7 -0.1 0.0
C -4.529311 0.133052 -0.774692 -1.6 -3.6 -0.5
C -3.983293 1.380971 -0.714581 1.0 0.3 1.2
C -2.730822 1.571337 -0.105499 -0.4 0.9 -0.7
C -1.989479 0.483108 0.316875 -0.1 -0.8 0.2
C 2.434279 2.258818 -0.153223 0.3 0.2 0.3
O 3.491574 2.003445 -0.641898 0.7 -0.2 -0.6
O 2.266207 3.304870 0.649954 -0.5 0.8 0.6
H 4.463758 -2.498198 -0.501178 -0.5 -0.6 0.4
H 3.430157 -3.014992 0.673832 0.1 0.1 -0.1
H 1.633747 -2.721425 -0.867436 -0.7 0.0 -0.3
H 2.790261 -1.933574 -1.931774 0.0 0.1 -0.7
H 1.724845 0.115309 -1.842911 -0.1 -0.4 0.3
H 0.506827 1.884841 -1.090563 0.8 -0.6 1.1
H 1.271315 0.919181 1.712986 -0.4 -0.4 0.5
H 0.094868 2.211020 1.349844 0.3 -0.3 0.0
H 0.221555 -1.563155 1.731336 -0.5 0.2 -0.3
H -2.088174 -2.641957 1.145145 0.8 1.0 -0.2
H -4.246862 -2.022476 -0.151313 -0.5 0.7 -0.4
H -5.488083 -0.145310 -1.321704 1.1 1.0 0.9
H -4.658072 2.151431 -0.975650 0.0 1.2 -0.5
H -2.301250 2.563549 0.029860 -0.2 -0.1 -0.2
H 3.106346 3.782454 0.762595 -0.1 -0.3 -0.2
```
Forces are in eV/Å.

**ΔE to the lowest compared entry with this formula, charge and spin**: 93.4 kJ/mol
**Gap between HOMO and LUMO**: 8.39 eV
**SMILES string**: NCC(=O)N[C@@H](Cc1c[nH]c2ccccc12)C(=O)O
**Maximum force**: 3.98 eV Å⁻¹
**Charge**: 0